Entry one
ORCA calculation (ωB97M-V with the def2-TZVPD basis set) on C5H8N2O in the gas phase.

Properties
Kohn-Sham gap: 10.657 eV
molecular weight: 112.1 g/mol
highest occupied orbital energy: -9.99 eV

The geometry in XYZ format:
```
16
Properties=species:S:1:pos:R:3:mulliken_charge:R:1
C -2.26 0.84 -0.34 -1.07
C -0.95 0.95 0.39 0.67
O -0.36 2.04 0.48 -0.55
C -0.20 -0.32 0.71 -0.76
C 0.93 -0.48 -0.30 0.12
N 1.55 -1.81 -0.16 -0.67
C 1.94 0.67 -0.09 0.21
N 2.94 1.26 0.04 -0.48
H -2.09 0.87 -1.42 0.26
H -2.76 -0.09 -0.09 0.34
H -2.90 1.68 -0.05 0.34
H -0.89 -1.17 0.66 0.35
H 0.16 -0.25 1.75 0.35
H 0.54 -0.39 -1.32 0.34
H 2.19 -1.96 -0.94 0.27
H 2.15 -1.82 0.67 0.29
```



Entry two
ORCA calculation (ωB97M-V with the def2-TZVPD basis set) on C5H8N2O in the gas phase.

Properties
Kohn-Sham gap: 9.028 eV
molecular weight: 112.1 g/mol
highest occupied orbital energy: -8.60 eV

The geometry in XYZ format:
```
16
Properties=species:S:1:pos:R:3:mulliken_charge:R:1
C 0.35 1.49 1.45 -0.33
N -0.51 0.53 1.46 -0.50
C -1.37 0.51 0.39 0.76
O -2.51 1.15 0.64 -0.47
N -1.15 -0.16 -0.69 -0.58
C 0.08 -0.86 -0.69 0.93
C 0.15 -2.13 -0.27 -0.96
C 1.19 -0.23 -1.49 -1.26
H 1.09 1.57 2.26 0.29
H 0.39 2.26 0.66 0.28
H -2.50 1.40 1.57 0.35
H -0.68 -2.59 0.25 0.27
H 1.03 -2.75 -0.45 0.28
H 0.80 0.36 -2.32 0.32
H 1.86 -0.98 -1.93 0.38
H 1.79 0.43 -0.86 0.24
```



Of them, entry one has the highest stability.



Entry one
ORCA calculation (ωB97M-V with the def2-TZVPD basis set) on 12 unconnected molecules or ions with the total composition C22H68N14O12.

Properties
Kohn-Sham gap: 9.197 eV
molecular weight: 720.9 g/mol
highest occupied orbital energy: -9.31 eV

The geometry in XYZ format:
```
116
Properties=species:S:1:pos:R:3:mulliken_charge:R:1
N 2.68 3.80 5.56 -0.35
C 2.47 4.96 5.09 0.69
N 3.49 5.76 5.22 -0.40
O 1.46 5.30 4.56 -0.65
H 2.03 3.03 5.42 0.20
H 3.56 3.70 6.04 0.14
H 3.42 6.71 4.88 0.21
H 4.33 5.33 5.61 0.15
N 5.74 -3.70 -3.35 -0.42
C 4.79 -4.25 -4.03 0.61
N 3.74 -3.58 -3.88 -0.31
O 4.98 -5.14 -4.93 -0.70
H 5.61 -3.09 -2.55 0.22
H 6.47 -4.39 -3.22 0.24
H 3.71 -3.03 -3.03 0.14
H 2.85 -3.72 -4.34 0.22
N 6.17 3.29 0.45 -0.44
C 6.90 2.93 -0.53 0.65
N 7.95 3.64 -0.66 -0.41
O 6.62 2.03 -1.30 -0.67
H 6.76 3.64 1.20 0.20
H 5.41 2.64 0.58 0.26
H 8.12 4.34 0.04 0.17
H 8.44 3.43 -1.52 0.24
N -4.34 -1.69 3.99 -0.43
C -3.72 -1.96 5.07 0.58
N -3.52 -3.22 5.21 -0.36
O -3.36 -1.16 5.81 -0.59
H -4.36 -2.29 3.17 0.19
H -4.53 -0.70 3.86 0.22
H -4.03 -3.73 4.51 0.17
H -2.77 -3.60 5.77 0.21
N 4.10 -1.80 6.98 -0.43
C 3.35 -1.70 8.07 0.65
N 2.15 -2.11 8.01 -0.37
O 3.89 -1.14 9.06 -0.70
H 5.07 -1.52 7.03 0.22
H 3.57 -1.80 6.11 0.19
H 1.54 -1.92 8.80 0.24
H 1.96 -2.73 7.23 0.20
N 0.62 0.73 0.76 -0.41
C 0.72 -0.52 1.03 0.73
N -0.05 -1.16 0.29 -0.37
O 1.47 -0.88 1.90 -0.69
H 0.12 1.13 -0.02 0.15
H 0.99 1.30 1.51 0.20
H -0.42 -0.71 -0.54 0.17
H -0.15 -2.13 0.53 0.21
N -1.30 0.61 -6.66 -0.39
C -1.28 1.63 -5.80 0.67
N -0.99 2.67 -6.49 -0.41
O -1.72 1.63 -4.68 -0.64
H -1.76 -0.26 -6.44 0.21
H -1.08 0.84 -7.62 0.15
H -1.16 2.53 -7.47 0.17
H -1.00 3.56 -6.01 0.23
C 3.09 9.55 -2.69 -1.25
C 2.66 8.24 -3.40 0.28
C 2.53 7.11 -2.37 -1.05
O 1.35 8.42 -3.92 -0.56
H 4.16 9.59 -2.49 0.34
H 2.48 9.60 -1.79 0.33
H 2.80 10.47 -3.21 0.35
H 3.29 8.04 -4.26 0.33
H 2.08 7.50 -1.46 0.29
H 3.58 6.81 -2.27 0.29
H 2.06 6.19 -2.72 0.32
H 0.79 8.91 -3.31 0.32
C 3.55 -7.13 4.31 -1.19
C 3.79 -8.29 5.27 0.54
C 3.33 -8.15 6.71 -1.34
O 3.31 -9.43 4.61 -0.54
H 4.27 -6.42 4.70 0.31
H 2.55 -6.70 4.35 0.28
H 3.71 -7.44 3.28 0.33
H 4.87 -8.43 5.25 0.20
H 3.69 -8.96 7.35 0.34
H 2.26 -7.99 6.85 0.38
H 3.68 -7.22 7.15 0.36
H 2.45 -9.58 4.99 0.33
C -0.61 -7.82 -5.03 -1.22
C -1.55 -6.62 -5.47 0.59
C -3.05 -6.91 -5.83 -1.22
O -1.51 -5.56 -4.55 -0.55
H -0.24 -8.45 -5.84 0.34
H -1.12 -8.42 -4.28 0.33
H 0.28 -7.30 -4.70 0.31
H -1.02 -6.30 -6.36 0.14
H -3.42 -7.90 -5.59 0.28
H -3.16 -6.86 -6.92 0.29
H -3.78 -6.30 -5.30 0.42
H -2.21 -5.00 -4.89 0.29
C -6.65 6.06 2.04 -1.22
C -5.21 5.59 2.06 0.56
C -4.38 5.84 0.75 -1.21
O -4.46 6.17 3.18 -0.55
H -7.14 5.86 1.09 0.35
H -6.61 7.14 1.99 0.33
H -7.11 5.75 2.98 0.30
H -5.28 4.52 2.26 0.14
H -3.31 5.63 0.80 0.38
H -4.51 6.86 0.39 0.31
H -4.86 5.22 -0.01 0.32
H -3.51 6.08 3.11 0.29
C -7.86 0.72 -3.62 -1.52
C -7.76 -0.80 -3.91 0.56
C -8.29 -0.99 -5.31 -1.19
O -6.39 -0.96 -4.00 -0.53
H -7.17 1.44 -4.05 0.39
H -7.68 0.74 -2.54 0.40
H -8.91 0.96 -3.76 0.39
H -8.38 -1.42 -3.26 0.25
H -9.17 -0.35 -5.46 0.33
H -8.54 -2.04 -5.39 0.34
H -7.54 -0.63 -6.02 0.28
H -5.91 -0.15 -3.79 0.29
```



Entry two
ORCA calculation (ωB97M-V with the def2-TZVPD basis set) on 12 unconnected molecules or ions with the total composition C22H68N14O12.

Properties
Kohn-Sham gap: 8.707 eV
molecular weight: 720.9 g/mol
highest occupied orbital energy: -8.53 eV

The geometry in XYZ format:
```
116
Properties=species:S:1:pos:R:3:mulliken_charge:R:1
N 3.66 -1.78 0.72 -0.33
C 3.36 -2.25 -0.39 0.20
N 2.10 -2.43 -0.55 0.11
O 4.29 -2.42 -1.32 -0.79
H 4.68 -1.61 0.99 0.32
H 3.13 -2.17 1.51 0.31
H 1.72 -2.72 -1.54 0.46
H 1.56 -1.70 0.08 -0.40
N 0.64 0.05 -1.07 3.87
C -0.27 -0.33 -0.29 -0.60
N 0.27 -0.82 0.82 2.81
O -1.59 -0.31 -0.56 0.33
H 0.36 0.52 -1.95 -2.06
H 1.59 -0.24 -0.97 -1.04
H -0.38 -1.29 1.47 -0.94
H 0.97 -0.21 1.26 -0.64
N 3.70 0.51 -1.78 0.05
C 3.30 1.05 -2.88 0.38
N 3.49 0.36 -3.95 -0.25
O 2.94 2.30 -2.93 -0.68
H 3.50 1.12 -0.95 -0.20
H 4.15 -0.39 -1.62 0.19
H 3.23 0.80 -4.88 0.28
H 3.79 -0.65 -3.98 0.27
N 0.43 -2.31 6.24 -0.46
C 1.02 -1.41 5.54 0.54
N 0.47 -1.17 4.39 0.31
O 2.14 -0.78 5.97 -0.68
H 0.92 -2.24 7.16 0.32
H -0.54 -2.24 6.18 0.22
H 0.99 -0.38 3.96 -0.11
H -0.40 -1.39 3.95 0.00
N -4.00 0.43 -1.36 -0.53
C -4.15 0.31 -2.63 0.06
N -5.30 0.50 -3.18 -0.38
O -3.18 -0.12 -3.37 -0.66
H -3.09 0.17 -1.01 0.73
H -4.39 1.29 -0.97 0.45
H -5.40 0.27 -4.20 0.32
H -6.24 0.32 -2.66 0.28
N -3.84 -2.22 -0.95 0.17
C -4.83 -3.00 -0.60 0.43
N -4.48 -4.13 -0.10 -0.30
O -6.16 -2.65 -0.52 -0.80
H -4.02 -1.17 -1.13 0.19
H -2.88 -2.50 -0.80 -0.23
H -5.23 -4.72 0.15 0.24
H -3.58 -4.57 -0.22 0.17
N 2.57 0.42 1.56 1.28
C 2.66 0.57 2.80 -0.45
N 1.62 1.16 3.26 -0.15
O 3.58 -0.14 3.53 -0.80
H 3.16 -0.37 1.22 -0.34
H 2.33 1.25 0.95 -0.46
H 1.56 1.40 4.28 0.45
H 0.79 1.54 2.72 -0.25
C -0.94 -3.32 2.22 -1.68
C -2.22 -2.49 2.37 1.07
C -2.82 -2.72 3.76 -1.49
O -1.97 -1.26 2.27 -0.39
H -0.31 -3.19 3.04 0.36
H -0.41 -3.13 1.28 0.27
H -1.23 -4.36 2.09 0.54
H -2.98 -2.85 1.63 -0.19
H -3.94 -2.58 3.85 0.37
H -2.22 -2.20 4.52 0.18
H -2.68 -3.79 4.01 0.42
H -2.74 -0.76 1.96 0.16
C -0.32 1.55 -3.69 -1.44
C -0.59 2.77 -2.87 0.38
C -2.00 2.74 -2.45 -0.93
O 0.18 2.99 -1.80 -0.52
H 0.68 1.39 -3.63 -0.22
H -0.64 1.64 -4.74 0.42
H -0.90 0.79 -3.17 0.33
H -0.47 3.46 -3.63 0.60
H -2.24 3.77 -2.24 0.55
H -2.29 2.12 -1.64 -0.26
H -2.77 2.61 -3.25 0.41
H 0.07 3.91 -1.55 0.33
C -0.85 -2.69 -2.60 -0.26
C 0.47 -2.98 -3.36 -0.89
C 1.11 -1.61 -3.77 -0.79
O 1.32 -3.67 -2.82 -0.48
H -1.28 -1.74 -2.86 0.15
H -0.68 -2.65 -1.54 -0.57
H -1.49 -3.47 -2.81 0.82
H 0.12 -3.47 -4.33 0.66
H 1.51 -1.05 -2.99 -0.52
H 0.42 -0.96 -4.27 0.41
H 1.96 -1.70 -4.38 0.84
H 1.06 -4.58 -3.01 0.46
C 3.20 4.99 -0.13 -1.70
C 3.58 3.54 -0.09 1.00
C 4.38 3.13 1.11 -1.39
O 2.58 2.75 -0.15 0.04
H 2.67 5.24 -1.05 0.31
H 4.10 5.57 -0.07 0.47
H 2.54 5.16 0.72 0.30
H 4.19 3.24 -0.90 0.52
H 3.94 3.46 2.01 0.38
H 5.43 3.51 1.12 0.42
H 4.47 2.04 1.10 0.30
H 2.27 2.67 -1.06 -0.77
C -1.29 1.99 3.06 -2.07
C -1.30 2.22 1.60 2.80
C -2.18 3.44 1.25 -1.77
O -0.14 2.42 1.20 -0.23
H -1.00 0.86 3.22 0.50
H -2.29 2.17 3.46 0.51
H -0.61 2.65 3.61 0.35
H -1.77 1.32 1.08 -1.03
H -2.09 3.53 0.17 0.33
H -1.95 4.33 1.86 0.45
H -3.22 3.41 1.56 0.40
H -0.22 2.42 0.26 -0.43
```



Of them, entry one has the highest stability.



Entry one
ORCA calculation (ωB97M-V with the def2-TZVPD basis set) on a molecular structure, C5H8N2O2.

Properties
Kohn-Sham gap (alpha / beta): 7.454 / 7.455 eV
molecular weight: 128.1 g/mol
highest occupied orbital energy (alpha / beta): -8.18 / -8.18 eV

The geometry in XYZ format:
```
17
Properties=species:S:1:pos:R:3:mulliken_charge:R:1
C -1.05 -0.70 0.44 -0.18
C 0.06 -1.13 -0.52 -0.59
C 2.29 -0.07 0.16 -1.21
N -0.40 1.87 0.36 -0.18
C -1.34 0.97 -0.07 0.49
C 0.90 0.09 -0.35 0.84
O -2.26 -1.34 0.23 -0.61
N 0.47 1.30 -0.64 -0.55
O -2.50 1.20 -0.35 -0.67
H -2.92 -0.65 0.03 0.39
H -0.62 2.84 0.14 0.32
H -0.74 -0.73 1.49 0.34
H -0.34 -1.22 -1.53 0.25
H 0.55 -2.06 -0.23 0.35
H 2.87 -0.56 -0.62 0.32
H 2.30 -0.72 1.03 0.32
H 2.71 0.90 0.41 0.37
```



Entry two
ORCA calculation (ωB97M-V with the def2-TZVPD basis set) on C5H8N2O2 in the gas phase.

Properties
Kohn-Sham gap: 9.001 eV
molecular weight: 128.1 g/mol
highest occupied orbital energy: -8.44 eV

The geometry in XYZ format:
```
17
Properties=species:S:1:pos:R:3:mulliken_charge:R:1
N -2.04 0.39 0.97 -0.35
N -0.86 0.71 1.39 -0.32
C 0.19 0.60 0.48 0.36
C 1.63 0.70 0.99 0.39
O 2.74 0.91 0.46 -0.64
O 1.46 0.81 2.23 -0.35
C 0.02 0.40 -1.01 -0.17
C -0.71 -1.04 -0.94 -0.87
C 0.75 -0.75 -1.55 -0.38
H -2.49 0.29 0.00 0.27
H -2.79 0.54 1.77 0.26
H 2.30 0.89 2.57 0.35
H -0.39 1.04 -1.72 0.37
H -1.29 -1.20 -1.81 0.38
H -0.81 -1.94 -0.27 0.24
H 1.35 -1.22 -0.75 0.23
H 0.90 -1.13 -2.81 0.26
```



Of them, entry one has the highest stability.